(1)
This record from the OMol25 dataset describes a 10-piece molecular cluster, C22H67BF4N9O9 overall in a non-equilibrium geometry. The level of theory is ωB97M-V/def2-TZVPD.

For the energy, the calculation gives -67285.2798 eV. Its multiplicity is 2.

Geometry (Å):
B 0.075 -0.195 -0.689
F -0.367 0.682 -1.657
F 1.305 -0.751 -0.990
F 0.171 0.427 0.490
F -0.754 -1.251 -0.658
C -0.012 -4.923 -0.593
O 0.025 -6.142 -0.597
N 0.724 -4.163 -1.356
N -0.878 -4.171 0.046
H 1.483 -4.651 -1.810
H 0.624 -3.199 -1.071
H -1.063 -3.213 -0.215
H -1.477 -4.718 0.647
C 0.717 -1.256 -4.797
O 0.958 -1.684 -5.943
N 0.814 -1.972 -3.731
N 0.166 -0.115 -4.599
H 0.517 -1.611 -2.835
H 1.348 -2.829 -3.716
H -0.085 0.144 -3.656
H 0.048 0.431 -5.440
C -4.077 -3.296 -2.431
C -3.930 -1.729 -2.532
C -3.841 -0.939 -1.259
O -5.115 -0.926 -0.619
C -5.224 -0.017 0.464
N -2.823 -1.559 -3.500
H -4.936 -3.570 -1.818
H -3.231 -3.640 -1.836
H -4.023 -3.874 -3.353
H -4.814 -1.402 -3.081
H -3.499 0.067 -1.502
H -3.066 -1.423 -0.665
H -4.955 -0.456 1.425
H -6.270 0.267 0.574
H -4.705 0.939 0.531
H -2.828 -2.218 -4.265
H -1.966 -1.762 -3.006
C -3.276 3.458 4.538
C -3.762 4.126 3.289
C -3.922 3.155 2.084
O -2.699 2.580 1.664
C -1.751 3.404 0.940
N -5.050 4.725 3.588
H -2.274 3.058 4.384
H -3.904 2.602 4.787
H -3.304 4.172 5.361
H -3.101 4.944 3.003
H -4.379 3.717 1.270
H -4.625 2.364 2.346
H -2.171 4.001 0.130
H -1.023 2.711 0.518
H -1.277 4.187 1.531
H -5.281 5.187 2.720
H -4.759 5.410 4.271
C -2.588 -0.902 2.930
C -1.554 -0.139 3.734
C -0.361 -1.036 4.226
O -0.654 -1.730 5.418
C 0.519 -2.222 6.069
N -1.011 0.839 2.894
H -2.246 -1.450 2.052
H -3.342 -0.170 2.641
H -3.073 -1.668 3.534
H -1.999 0.224 4.660
H 0.539 -0.430 4.330
H -0.158 -1.813 3.489
H 1.282 -1.477 6.295
H 1.103 -2.851 5.398
H 0.371 -2.726 7.024
H -0.528 0.355 2.150
H -1.809 1.206 2.395
C 4.895 -0.964 0.620
C 3.892 -1.990 1.211
C 2.896 -1.401 2.176
O 3.524 -0.742 3.281
C 3.903 -1.620 4.331
N 3.243 -2.640 0.062
H 5.673 -0.644 1.314
H 4.389 -0.044 0.328
H 5.515 -1.421 -0.151
H 4.291 -2.838 1.768
H 2.174 -2.158 2.484
H 2.445 -0.680 1.494
H 4.326 -1.236 5.259
H 4.473 -2.437 3.887
H 3.072 -2.201 4.731
H 2.616 -1.916 -0.259
H 2.618 -3.347 0.422
C 3.683 0.691 -2.593
C 4.392 2.034 -2.989
C 4.341 2.375 -4.490
O 5.175 3.419 -4.874
C 5.149 3.748 -6.311
N 3.945 3.090 -2.056
H 4.118 -0.225 -2.993
H 2.620 0.604 -2.819
H 3.713 0.724 -1.503
H 5.429 1.982 -2.656
H 3.340 2.601 -4.856
H 4.675 1.588 -5.167
H 5.104 2.807 -6.860
H 6.066 4.322 -6.445
H 4.360 4.378 -6.722
H 3.030 3.432 -2.311
H 4.520 3.918 -2.117
O 2.609 2.248 0.267
H 2.832 2.253 -0.663
H 1.690 1.983 0.292
O -2.691 1.401 -3.726
H -2.138 1.278 -2.954
H -2.878 0.514 -4.032

Atom charges from the Löwdin analysis, given in e for atoms 1 to 5: B -1.49; F 0.16; F 0.12; F 0.18; F 0.17



(2)
This record from the OMol25 dataset describes a 12-piece molecular cluster, C22H68N14O12 overall in a non-equilibrium geometry. The level of theory is ωB97M-V/def2-TZVPD.

For the energy, the calculation gives -69355.9850 eV. The SMILES is NC(N)=O.NC(N)=O.NC(N)=O.NC(N)=O.NC(N)=O.NC(N)=O.NC(N)=O.CC(C)O.CC(C)O.CC(C)O.CC(C)O.CC(C)O. Its energy relative to the best compared isomer or geometry (same formula, charge and spin) is 12.5 kcal/mol.

Geometry (Å):
N -0.330 2.038 -4.763
C 0.075 0.990 -3.948
N -0.005 -0.278 -4.470
O 0.535 1.311 -2.802
H -0.721 2.835 -4.281
H -0.612 1.839 -5.619
H -0.542 -0.585 -5.331
H 0.393 -1.043 -3.961
N -4.265 0.168 0.804
C -4.716 -0.775 -0.046
N -5.713 -1.603 0.414
O -4.331 -0.874 -1.196
H -3.424 0.585 0.527
H -4.259 -0.140 1.816
H -6.206 -2.192 -0.318
H -6.017 -1.420 1.355
N -4.345 -4.542 0.968
C -3.057 -4.500 0.499
N -2.773 -3.457 -0.317
O -2.219 -5.306 0.709
H -4.447 -4.857 1.917
H -4.909 -3.761 0.684
H -3.482 -2.846 -0.622
H -1.855 -3.340 -0.740
N 0.309 -3.357 0.916
C 0.698 -3.786 -0.358
N 0.320 -5.064 -0.737
O 1.424 -3.033 -1.089
H 0.602 -2.498 1.331
H -0.143 -3.996 1.535
H 0.332 -5.198 -1.709
H -0.550 -5.430 -0.283
N -2.549 -2.195 2.692
C -3.524 -1.768 3.619
N -3.422 -2.134 4.988
O -4.424 -1.017 3.248
H -2.477 -1.962 1.736
H -1.670 -2.484 3.065
H -2.437 -2.216 5.210
H -4.043 -1.562 5.555
N -1.616 0.104 -1.096
C -0.823 0.059 0.001
N 0.382 0.613 -0.144
O -1.323 -0.280 1.107
H -1.174 0.476 -1.939
H -2.441 -0.434 -1.141
H 0.752 0.701 -1.118
H 0.910 0.749 0.684
N 1.309 -1.440 3.488
C 0.678 -2.386 4.258
N 1.309 -3.608 4.252
O -0.486 -2.255 4.659
H 0.839 -0.533 3.566
H 2.313 -1.379 3.347
H 0.984 -4.242 4.939
H 2.009 -3.905 3.566
C 4.187 -2.173 -3.132
C 2.975 -2.566 -3.975
C 2.671 -4.089 -4.028
O 1.851 -1.852 -3.456
H 4.134 -1.044 -2.992
H 5.088 -2.555 -3.572
H 4.090 -2.560 -2.117
H 3.138 -2.232 -4.984
H 2.129 -4.502 -3.194
H 3.657 -4.636 -4.063
H 1.970 -4.229 -4.874
H 1.588 -2.244 -2.599
C 2.550 5.831 -1.529
C 2.137 4.635 -2.412
C 3.249 3.694 -2.522
O 1.033 4.012 -1.748
H 3.210 6.481 -2.067
H 2.962 5.569 -0.483
H 1.611 6.328 -1.242
H 1.955 5.088 -3.405
H 2.852 2.732 -2.903
H 3.663 3.486 -1.513
H 4.039 4.019 -3.149
H 0.928 3.087 -2.075
C -3.713 3.933 -2.973
C -2.638 4.813 -2.317
C -2.646 4.829 -0.758
O -1.415 4.275 -2.833
H -4.735 4.321 -2.710
H -3.631 2.906 -2.713
H -3.563 4.011 -4.034
H -2.859 5.875 -2.718
H -1.904 5.640 -0.329
H -2.309 3.864 -0.434
H -3.620 5.053 -0.310
H -0.634 4.507 -2.319
C 4.188 0.422 2.034
C 4.169 -0.566 0.897
C 5.554 -1.209 0.816
O 3.100 -1.475 1.177
H 4.414 -0.009 3.015
H 3.178 1.000 2.227
H 4.985 1.111 1.888
H 3.924 0.010 -0.020
H 5.890 -1.824 1.682
H 6.388 -0.507 0.671
H 5.631 -1.936 -0.058
H 2.588 -1.736 0.399
C 0.831 2.383 5.060
C -0.472 2.150 4.200
C -0.959 3.305 3.301
O -0.160 0.960 3.409
H 0.833 3.299 5.569
H 1.619 2.458 4.303
H 1.043 1.538 5.663
H -1.314 1.729 4.803
H -1.493 4.126 3.912
H -1.794 3.075 2.596
H -0.089 3.721 2.733
H -0.904 0.883 2.774

Atom charges from the Löwdin analysis, given in e for atoms 1 to 5: N 0.20; C -0.54; N 0.17; O -0.07; H 0.08



(3)
This record from the OMol25 dataset describes C22H68N4O10 as an isolated structure in a non-equilibrium geometry. The level of theory is ωB97M-V/def2-TZVPD.

For the energy, the calculation gives -50332.6348 eV. Its energy relative to the best compared isomer or geometry (same formula, charge and spin) is 372.9 kcal/mol.

Geometry (Å):
C -60.003 29.377 -21.119
C -59.945 30.824 -20.889
C -59.968 31.310 -19.383
O -61.163 31.092 -18.691
C -61.334 31.952 -17.474
N -58.749 31.362 -21.568
H -60.041 29.069 -22.026
H -60.812 29.069 -20.566
H -59.217 28.673 -20.537
H -60.714 31.283 -21.443
H -59.777 32.501 -19.567
H -59.137 30.957 -18.724
H -62.068 31.359 -17.036
H -61.627 32.854 -17.762
H -60.449 31.941 -16.942
H -58.799 32.265 -21.571
H -58.710 31.122 -22.424
C -56.251 36.130 -13.596
C -56.374 34.644 -13.228
C -57.705 34.163 -12.458
O -57.554 34.824 -11.128
C -58.674 34.551 -10.405
N -56.458 33.874 -14.392
H -57.119 36.661 -14.011
H -55.301 36.488 -14.167
H -56.155 36.681 -12.635
H -55.575 34.308 -12.677
H -57.967 33.037 -12.372
H -58.583 34.774 -12.941
H -58.652 34.743 -9.320
H -58.923 33.622 -10.589
H -59.498 35.373 -10.721
H -55.475 33.732 -14.623
H -56.606 32.804 -14.165
C -56.997 30.343 -15.966
C -56.037 30.046 -14.792
C -54.616 30.084 -15.120
O -54.227 29.143 -16.184
C -52.811 29.094 -16.453
N -56.225 31.062 -13.777
H -57.900 30.487 -15.677
H -56.800 29.651 -16.591
H -56.821 31.507 -16.358
H -56.447 29.060 -14.440
H -54.096 29.849 -14.268
H -54.177 30.965 -15.518
H -52.486 28.550 -15.447
H -52.266 30.104 -16.634
H -52.386 28.359 -17.300
H -57.219 30.635 -13.280
H -55.470 31.029 -13.194
C -61.013 37.075 -18.839
C -60.921 37.522 -17.331
C -61.554 36.522 -16.318
O -62.956 36.357 -16.636
C -63.605 35.440 -15.819
N -59.516 37.832 -17.029
H -60.292 37.671 -19.448
H -62.124 37.346 -19.131
H -60.902 36.088 -18.959
H -61.362 38.582 -17.120
H -61.507 36.884 -15.278
H -61.238 35.642 -16.596
H -63.172 34.378 -15.915
H -64.506 35.299 -16.214
H -63.685 35.610 -14.796
H -58.974 36.847 -16.775
H -59.238 38.357 -16.011
C -64.454 31.959 -13.832
O -65.138 30.733 -14.418
H -64.959 32.219 -12.616
H -64.816 32.614 -14.670
H -63.451 31.953 -13.671
H -65.964 31.047 -14.669
C -60.188 32.303 -14.193
O -60.448 33.642 -14.570
H -60.910 31.491 -14.907
H -60.415 31.944 -13.196
H -59.258 32.020 -14.444
H -59.584 33.834 -14.928
C -62.212 28.503 -15.001
O -63.133 29.185 -15.886
H -61.310 28.594 -15.561
H -62.369 27.541 -14.945
H -62.343 28.983 -13.854
H -63.780 29.551 -15.316
C -58.425 30.339 -10.895
O -58.585 30.254 -12.224
H -59.324 29.741 -10.213
H -58.497 31.354 -10.565
H -57.723 29.578 -10.271
H -58.986 29.370 -12.466
C -62.694 30.000 -11.115
O -62.511 29.655 -9.700
H -63.460 29.386 -11.496
H -61.852 30.159 -11.617
H -63.140 31.023 -11.175
H -62.260 30.577 -9.326
C -58.503 34.532 -17.367
O -58.265 35.392 -16.322
H -57.850 34.773 -18.152
H -59.515 34.645 -17.786
H -58.273 33.567 -17.001
H -57.527 35.121 -15.872

Atom charges from the Löwdin analysis, given in e for atoms 1 to 5: C -0.06; C -0.39; C -0.20; O -0.18; C -0.01